No. 1
A cluster of 2 separate species, C8H17O3P in total in a non-equilibrium geometry. Source: the Open Molecules 2025 dataset; level of theory: ωB97M-V/def2-TZVPD.

Energy above the lowest of the compared OMol25 structures with the same formula, charge and spin, kcal per mole: 0.0
Net charge: -2
F_max, hartree/bohr: 0.0877
Gap between HOMO and LUMO, eV: 5.7

```
29
C8H17O3P | the Open Molecules 2025 dataset | ωB97M-V/def2-TZVPD
C -1.98133 0.84794 -1.42194
C 0.25397 2.21836 -1.15199
C 0.04347 -2.04756 1.14095
C 0.85787 -2.32110 -1.16211
C -0.98757 1.16017 2.45583
C -0.57339 0.96749 -0.86121
C -0.14945 -1.53971 -0.29750
C 0.20453 -0.05125 -0.43695
O 2.60857 -0.97793 0.64187
O 2.86869 0.73198 -1.21277
O 1.86229 1.38357 1.10599
P 2.07021 0.27665 0.03125
H -2.09330 1.13761 -2.56330
H -2.65724 1.44953 -0.93211
H -2.26511 -0.22084 -1.19041
H 0.73950 2.19512 -2.23872
H 1.02869 2.31708 -0.49282
H -0.40282 3.12186 -1.02939
H 1.08260 -1.89845 1.38570
H -0.22810 -3.13787 1.43958
H -0.29599 -1.33906 1.81328
H 1.74608 -1.89025 -0.87061
H 0.45245 -2.23526 -2.26070
H 0.84205 -3.28919 -0.76281
H -1.61852 0.30039 2.34483
H -0.06631 1.04949 1.76018
H -1.47685 2.10422 1.98840
H -0.71056 1.34008 3.50232
H -1.15442 -1.65308 -0.72485
```

---

No. 2
A structure of composition C37H44F5N5PPdS3Si. Source: the Open Molecules 2025 dataset; level of theory: ωB97M-V/def2-TZVPD.

Spin multiplicity: 3
Energy above the lowest of the compared OMol25 structures with the same formula, charge and spin, kcal per mole: 0.0
Net charge: -1
F_max, hartree/bohr: 0.0192
Gap between HOMO and LUMO (spin up / spin down), eV: 3.5 / 7.1

```
97
C37H44F5N5PPdS3Si | the Open Molecules 2025 dataset | ωB97M-V/def2-TZVPD
Pd -0.88254 0.36959 0.42953
N 0.11557 -10.17946 -2.17791
C -0.19478 -9.10778 -1.85727
C -0.57636 -7.81094 -1.47332
C 0.39133 -6.83099 -1.12450
C 0.02775 -5.56443 -0.76025
C -1.34308 -5.19491 -0.71964
C -2.31763 -6.16500 -1.05640
C -1.94861 -7.42942 -1.42086
N -1.71611 -3.87952 -0.41001
C -2.97899 -3.42509 -0.07486
C -2.87540 -2.07183 0.09130
N -1.59357 -1.67251 -0.13523
C -0.91575 -2.78658 -0.41806
H 1.44035 -7.10044 -1.12944
H 0.79935 -4.86480 -0.46490
H -3.36889 -5.90787 -1.05429
H -2.70986 -8.15299 -1.68397
H -3.80711 -4.09772 0.03965
H -3.64541 -1.37584 0.37834
H 0.12405 -2.84286 -0.68267
C -2.70023 3.35198 2.47053
C -2.93246 3.32382 0.95993
C -4.22720 2.57917 0.64397
P -1.47366 2.60771 0.07684
C -1.84254 2.80060 -1.73899
C -2.73848 1.67010 -2.26085
C -2.36249 4.14680 -2.23085
C -0.11713 3.85292 0.34364
C -0.52522 5.30877 0.56001
C 0.82518 3.40204 1.46333
H -3.50918 3.90874 2.95012
H -1.76006 3.82530 2.74847
H -2.69778 2.34495 2.88003
H -3.03181 4.35761 0.60807
H -4.11162 1.50654 0.80440
H -4.56059 2.74486 -0.37907
H -5.01902 2.93027 1.31021
H -0.84520 2.64481 -2.17429
H -3.78946 1.86320 -2.04850
H -2.48914 0.70116 -1.82250
H -2.64813 1.59398 -3.34710
H -3.32156 4.39388 -1.76892
H -2.52728 4.10424 -3.31090
H -1.67000 4.96509 -2.03982
H 0.44549 3.78496 -0.59531
H -1.00864 5.43870 1.53024
H -1.20608 5.69542 -0.19702
H 0.36504 5.94248 0.56057
H 0.35502 3.49332 2.44417
H 1.72001 4.03061 1.46824
H 1.12762 2.36223 1.34500
F -3.33344 -0.01142 2.60819
C -2.12898 -0.04463 3.24240
C -0.95811 0.09959 2.52700
C 0.18764 0.04319 3.29019
F 1.39774 0.17136 2.68322
C 0.20013 -0.12347 4.66552
F 1.35070 -0.16078 5.35682
C -1.00212 -0.25209 5.33755
F -1.02246 -0.41389 6.66855
C -2.18438 -0.21328 4.61607
F -3.35750 -0.33624 5.25886
C -0.58362 -1.85029 -4.06883
Si 0.72420 -0.54612 -3.74761
C 2.42516 -1.12310 -4.29528
C 0.28780 1.06382 -4.61390
C 0.74096 -0.23238 -1.87216
H -0.81483 -1.92154 -5.13376
H -1.50826 -1.60830 -3.53814
H -0.27178 -2.83934 -3.72760
H 2.43526 -1.31191 -5.37138
H 2.71410 -2.04800 -3.79382
H 3.19102 -0.37234 -4.08697
H 0.49298 0.97549 -5.68318
H 0.87546 1.90118 -4.23331
H -0.77034 1.30231 -4.49747
H -0.30905 -0.07331 -1.59051
H 1.05062 -1.10970 -1.30553
S 6.34155 -1.98300 0.00676
C 5.24158 -0.81576 -0.39816
S 3.57093 -1.19603 -0.78020
C 3.24888 0.49339 -0.99977
N 4.26311 1.26369 -0.81975
N 5.37828 0.52960 -0.48945
C 6.55860 1.28140 -0.21831
C 7.79355 0.84771 -0.67859
C 8.91680 1.61466 -0.40811
C 8.80630 2.79870 0.30546
C 7.56311 3.22420 0.74970
C 6.43121 2.46792 0.49144
S 1.69959 1.20485 -1.35676
H 7.87438 -0.07376 -1.23296
H 9.88193 1.27874 -0.76375
H 9.68779 3.39092 0.51430
H 7.46680 4.14740 1.30601
H 5.45749 2.79100 0.82945
```

---

> What is the formula in the second record?

C37H44F5N5PPdS3Si

---

Please write out number 1 again, unchanged.
A cluster of 2 separate species, C8H17O3P in total in a non-equilibrium geometry. Source: the Open Molecules 2025 dataset; level of theory: ωB97M-V/def2-TZVPD.

Energy above the lowest of the compared OMol25 structures with the same formula, charge and spin, kcal per mole: 0.0
Net charge: -2
F_max, hartree/bohr: 0.0877
Gap between HOMO and LUMO, eV: 5.7

```
29
C8H17O3P | the Open Molecules 2025 dataset | ωB97M-V/def2-TZVPD
C -1.98133 0.84794 -1.42194
C 0.25397 2.21836 -1.15199
C 0.04347 -2.04756 1.14095
C 0.85787 -2.32110 -1.16211
C -0.98757 1.16017 2.45583
C -0.57339 0.96749 -0.86121
C -0.14945 -1.53971 -0.29750
C 0.20453 -0.05125 -0.43695
O 2.60857 -0.97793 0.64187
O 2.86869 0.73198 -1.21277
O 1.86229 1.38357 1.10599
P 2.07021 0.27665 0.03125
H -2.09330 1.13761 -2.56330
H -2.65724 1.44953 -0.93211
H -2.26511 -0.22084 -1.19041
H 0.73950 2.19512 -2.23872
H 1.02869 2.31708 -0.49282
H -0.40282 3.12186 -1.02939
H 1.08260 -1.89845 1.38570
H -0.22810 -3.13787 1.43958
H -0.29599 -1.33906 1.81328
H 1.74608 -1.89025 -0.87061
H 0.45245 -2.23526 -2.26070
H 0.84205 -3.28919 -0.76281
H -1.61852 0.30039 2.34483
H -0.06631 1.04949 1.76018
H -1.47685 2.10422 1.98840
H -0.71056 1.34008 3.50232
H -1.15442 -1.65308 -0.72485
```

---

> Look up the energy above the lowest of the compared OMol25 structures with the same formula, charge and spin of the first one.

0.0 kcal per mole